[1]
Computed, not measured: a structure of composition C14H24O15PbS, with the ωB97M-V functional and the def2-TZVPD basis.

Output
LUMO energy in eV: 3.9
Net charge: -2

Geometry (Å):
Pb -21.170 26.572 -4.337
C -22.459 23.589 -3.220
O -21.975 24.751 -2.692
H -23.574 23.553 -3.189
H -22.213 23.466 -4.309
H -22.101 22.640 -2.735
C -20.541 28.657 -1.522
O -20.977 27.434 -1.953
H -21.351 29.128 -0.914
H -19.712 28.604 -0.759
H -20.228 29.310 -2.362
S -23.467 27.751 -6.028
O -23.337 28.461 -7.323
O -22.757 26.428 -6.175
O -22.703 28.425 -4.919
O -24.871 27.650 -5.624
C -14.395 28.391 -3.353
C -15.740 28.823 -2.792
C -16.473 29.928 -3.552
O -17.680 29.314 -3.988
C -17.782 28.050 -3.489
O -18.691 27.331 -3.679
O -16.638 27.723 -2.821
H -13.897 27.663 -2.717
H -13.726 29.260 -3.396
H -14.499 28.051 -4.386
H -15.529 29.063 -1.746
H -15.947 30.353 -4.405
H -16.792 30.695 -2.843
C -18.648 31.157 -8.964
C -19.791 30.247 -8.570
C -19.934 28.971 -9.440
O -19.792 27.893 -8.510
C -19.698 28.376 -7.251
O -19.734 27.734 -6.265
O -19.587 29.727 -7.270
H -18.651 32.025 -8.297
H -18.777 31.487 -9.993
H -17.685 30.708 -8.710
H -20.725 30.812 -8.600
H -19.118 28.864 -10.153
H -20.948 28.885 -9.821
C -18.321 21.489 -3.123
C -17.938 21.994 -4.502
C -18.664 21.311 -5.662
O -19.236 22.399 -6.382
C -19.149 23.536 -5.656
O -19.766 24.517 -5.852
O -18.338 23.363 -4.574
H -18.145 20.422 -2.968
H -19.393 21.685 -3.027
H -17.800 22.033 -2.339
H -16.848 21.972 -4.595
H -19.433 20.613 -5.333
H -17.941 20.816 -6.311

=====

[2]
Computed, not measured: a structure of composition C21H18Br9N3O6, with the ωB97M-V functional and the def2-TZVPD basis.

Output
LUMO energy in eV: -0.8
Net charge: 0

Geometry (Å):
C -4.253 -2.914 0.052
Br -6.050 -2.587 -0.586
Br -3.543 -1.682 1.375
Br -2.931 -3.034 -1.371
H -4.198 -3.902 0.486
C -0.352 -4.446 2.256
Br -0.310 -2.553 1.776
Br 1.055 -5.444 1.314
Br -2.045 -5.264 1.940
H -0.099 -4.529 3.304
C -0.794 0.778 0.940
Br -1.412 1.429 2.665
Br 1.139 0.706 1.083
Br -1.160 2.193 -0.419
H -1.284 -0.138 0.639
C -0.814 -2.769 5.637
C 0.421 -3.265 6.041
C 1.584 -2.601 5.747
C 1.544 -1.310 5.230
C 0.289 -0.746 4.953
C -0.846 -1.506 5.024
N 2.743 -0.538 4.983
O 3.799 -1.147 5.126
O 2.678 0.607 4.607
H -1.708 -3.372 5.713
H 0.425 -4.185 6.613
H 2.540 -3.090 5.881
H 0.164 0.243 4.533
H -1.793 -1.123 4.668
C 3.030 -3.378 -2.769
C 2.655 -2.800 -3.982
C 1.560 -1.958 -4.065
C 0.924 -1.559 -2.911
C 1.322 -2.110 -1.675
C 2.363 -3.013 -1.591
N -0.313 -0.766 -2.981
O -0.976 -0.612 -1.992
O -0.615 -0.375 -4.087
H 3.915 -3.987 -2.903
H 3.180 -3.098 -4.878
H 1.322 -1.548 -5.037
H 0.687 -1.819 -0.847
H 2.667 -3.410 -0.633
C 0.285 4.623 -4.294
C -0.030 5.677 -5.128
C -0.502 6.879 -4.585
C -0.812 6.905 -3.227
C -0.662 5.775 -2.436
C -0.059 4.646 -2.942
N -1.278 8.171 -2.673
O -0.727 9.189 -2.978
O -2.166 8.059 -1.852
H 0.799 3.768 -4.715
H 0.290 5.661 -6.161
H -0.734 7.772 -5.149
H -0.951 5.734 -1.393
H 0.037 3.764 -2.326

=====

[3]
Computed, not measured: a structure of composition C22H14Cl6N4O4V, with the ωB97M-V functional and the def2-TZVPD basis.

Output
Multiplicity: 2
LUMO energy (spin up / spin down) in eV: -2.4 / -1.8
Net charge: 0
Expectation value of S²: 0.7614

Geometry (Å):
V -0.974 2.960 -0.603
Cl -2.296 2.243 2.706
C -0.619 2.574 2.515
C -0.120 2.871 1.252
C 1.237 3.121 1.139
Cl 1.819 3.415 -0.473
C 2.112 3.102 2.208
Cl 3.784 3.406 1.994
C 1.590 2.796 3.466
Cl 2.632 2.744 4.825
C 0.228 2.527 3.621
Cl -0.396 2.140 5.172
N -1.780 3.136 -2.680
N -3.147 3.364 -2.451
C -3.654 2.895 -1.257
O -4.818 2.809 -1.009
O -2.681 2.581 -0.367
H -1.381 3.928 -3.171
H -1.660 2.242 -3.161
H -3.767 3.294 -3.243
Cl -0.915 5.177 -0.683
O -2.228 0.536 -2.525
C -1.372 0.172 -1.733
N -1.145 -1.120 -1.391
C 0.066 -1.283 -0.614
C 0.446 0.199 -0.401
O 1.394 0.551 0.253
N -0.471 1.007 -1.054
C 1.119 -2.066 -1.401
C 0.754 -3.310 -1.910
C 1.660 -4.076 -2.624
C 2.953 -3.612 -2.829
C 3.326 -2.384 -2.312
C 2.416 -1.611 -1.598
C -0.178 -1.937 0.743
C -1.448 -2.327 1.139
C -1.639 -2.925 2.380
C -0.566 -3.125 3.231
C 0.707 -2.728 2.837
C 0.902 -2.143 1.599
H -1.528 -1.842 -1.978
H -0.240 -3.704 -1.729
H 1.358 -5.040 -3.012
H 3.664 -4.210 -3.383
H 4.334 -2.017 -2.460
H 2.725 -0.659 -1.192
H -2.297 -2.148 0.494
H -2.635 -3.226 2.679
H -0.717 -3.585 4.198
H 1.551 -2.877 3.498
H 1.894 -1.835 1.296

=====

[4]
Computed, not measured: an isolated molecule of C5H10O2S, with the ωB97M-V functional and the def2-TZVPD basis.

Output
Structure (SMILES): COC[C@@H]1S[C@H]1CO
LUMO energy in eV: 0.9
Net charge: 0

Geometry (Å):
C -2.299 1.547 -2.571
C -1.300 0.720 -0.587
C 0.059 0.516 0.068
C 0.205 -0.493 1.106
C 1.073 -0.290 2.270
H -1.966 1.796 -3.583
H -2.968 0.665 -2.629
H -2.760 2.394 -2.038
H -1.883 -0.240 -0.553
H -1.861 1.468 0.060
H 0.624 1.444 0.130
H -0.664 -1.136 1.277
H 0.434 0.023 3.111
H 1.819 0.489 2.017
H 2.293 -1.752 1.944
O -1.128 1.177 -1.895
O 1.710 -1.457 2.660
S 0.990 -0.932 -0.473

=====

[5]
Computed, not measured: a cluster of 3 separate species, C3H11NO3 in total, with the ωB97M-V functional and the def2-TZVPD basis.

Output
Structure (SMILES): C[C@H](N)C=O.O.O
LUMO energy in eV: 0.7
Net charge: 0

Geometry (Å):
O 1.679 -0.900 -0.545
C 0.796 -1.277 0.190
C -0.703 -1.242 -0.111
C -1.029 -0.081 -1.067
N -1.344 -1.253 1.213
H 1.190 -1.496 1.190
H -0.950 -2.199 -0.579
H -2.061 -0.076 -1.399
H -0.607 0.833 -0.658
H -0.442 -0.289 -1.972
H -1.376 -0.314 1.599
H -2.314 -1.506 1.037
H 0.601 1.691 0.857
H 0.761 1.871 2.338
O 0.502 1.207 1.680
H 1.788 2.087 -1.878
H 1.629 0.997 -0.965
O 1.882 1.946 -0.929

=====

[6]
Computed, not measured: a structure of composition C18H32Br6ClCsF2LiNO8, with the ωB97M-V functional and the def2-TZVPD basis.

Output
LUMO energy in eV: -2.4
Net charge: 0

Geometry (Å):
C -2.522 1.406 -1.716
C -2.650 1.389 -3.260
C -1.674 0.334 -3.818
C -2.281 -1.010 -3.543
O -1.397 -2.131 -3.784
C -0.239 -2.063 -3.098
C -0.058 -2.157 -1.775
O -1.053 -2.325 -0.880
C 1.368 -2.094 -1.299
O 1.762 -2.831 -0.438
C 2.260 -1.121 -2.010
C 3.324 -0.302 -1.330
C 3.298 -0.260 0.207
C 2.036 -1.040 -3.326
Cl 2.915 -0.029 -4.390
C 0.971 -1.868 -3.925
O 1.088 -2.401 -5.029
H -1.795 0.641 -1.438
H -3.452 1.145 -1.224
H -2.191 2.363 -1.348
H -2.436 2.366 -3.674
H -3.644 1.053 -3.552
H -1.465 0.486 -4.876
H -0.738 0.495 -3.281
H -3.132 -1.147 -4.202
H -2.666 -1.087 -2.532
H -1.398 -1.461 -0.611
H 3.188 0.715 -1.689
H 4.280 -0.653 -1.714
H 2.733 -1.060 0.663
H 4.320 -0.384 0.548
H 2.932 0.702 0.544
C -5.689 2.941 0.932
Br -4.596 4.324 1.713
Br -6.117 3.321 -0.917
Br -4.966 1.195 1.160
H -6.630 2.962 1.464
O 1.967 -5.794 -0.041
H 2.027 -4.840 0.052
C 3.077 3.406 2.694
O 2.472 2.731 1.862
N 4.085 2.968 3.450
C 4.760 3.833 4.421
C 4.509 1.594 3.292
H 2.826 4.458 2.888
H 5.823 3.899 4.160
H 4.661 3.413 5.419
H 4.325 4.837 4.451
H 4.825 1.426 2.259
H 3.672 0.924 3.506
H 5.332 1.382 3.969
O 1.966 -4.875 -4.771
H 2.802 -4.757 -4.284
H 2.105 -5.325 -5.622
H 1.503 -3.985 -4.902
Li 2.959 -7.218 -0.295
C -7.587 6.022 2.073
Br -7.434 7.544 0.937
Br -7.607 6.522 3.956
Br -9.108 4.933 1.623
H -6.683 5.423 1.943
C 1.287 -6.989 3.272
O 1.220 -7.879 4.388
H 2.335 -6.803 3.055
H 0.814 -7.434 2.393
H 0.802 -6.039 3.499
H 0.294 -8.040 4.578
F -2.873 2.678 0.663
Cs -8.628 5.345 6.255
F 3.806 5.822 5.935

=====

| no. | E_tot (eV) |
| --- | --- |
| 1 | -61701.4306 |
| 2 | -669196.5781 |
| 3 | -138017.0218 |
| 4 | -20276.0227 |
| 5 | -10921.5304 |
| 6 | -476008.4150 |